Molecular formula: C2H4ClNO
Method: DFT, wB97M-V/def2-TZVPD

```
9
Properties=species:S:1:pos:R:3:forces:R:3
O 1.096 -0.333 -1.784 -0.76 -0.27 1.72
H -0.683 0.689 1.048 0.10 -0.80 -1.09
H -0.119 1.316 -0.494 0.60 1.70 -0.44
N 1.258 -1.172 0.559 0.79 -1.47 0.92
H -1.333 0.198 -0.748 1.37 0.06 1.98
C 0.628 -0.492 -0.229 2.69 -0.85 -2.50
H 2.053 -1.790 0.298 -0.86 0.93 -0.22
Cl 2.384 -1.301 -2.323 -0.83 0.42 0.84
C -0.438 0.439 -0.016 -3.10 0.26 -1.19
```
Positions in Å, forces in eV/Å.

The strongest force on any atom comes out at 0.0734 hartree/bohr. The value obtained for the calculated total energy is -18196.1193 eV. The value obtained for the LUMO energy is 0.225 eV. The HOMO-LUMO gap is 10.4 eV. Its SMILES is [H]/N=C(/C)OCl.

Löwdin atomic charge list, values in e, 6 entries:
1. O -0.64
2. H 0.11
3. H 0.06
4. N 0.16
5. H 0.14
6. C -0.45